{"formula": "C4H10O", "method": "wB97M-V/def2-TZVPD", "total_energy_ev": -6353.7610, "de_lowest_ev": 4.0420, "total_charge": 0, "fmax_ev_per_a": 0.26, "lumo_energy_ha": 0.0430, "orbital_gap_ha": 0.383, "elements": ["C", "C", "O", "C", "C", "H", "H", "H", "H", "H", "H", "H", "H", "H", "H"], "coordinates": [[-1.501, 0.131, 1.449], [-0.368, 0.943, 0.841], [0.827, 0.599, 1.046], [1.726, -0.620, -0.426], [0.942, -0.664, -1.553], [-2.477, 0.420, 1.043], [-1.507, 0.287, 2.534], [-1.334, -0.936, 1.272], [-0.674, 0.685, -0.581], [-0.579, 2.019, 0.696], [1.697, -1.427, 0.295], [2.555, 0.073, -0.349], [0.355, -1.557, -1.761], [1.219, -0.057, -2.414], [-0.202, 0.155, -1.125]], "forces_ev_per_a": [[-0.02, -0.07, 0.00], [0.07, -0.05, 0.06], [-0.24, 0.09, -0.04], [-0.02, -0.08, -0.16], [0.23, -0.09, 0.06], [0.16, -0.03, 0.07], [0.00, 0.02, -0.16], [-0.02, 0.15, 0.00], [-0.10, 0.03, 0.00], [0.04, -0.15, -0.06], [0.02, 0.13, -0.07], [-0.13, -0.14, -0.01], [0.08, 0.16, 0.01], [-0.13, -0.06, 0.12], [0.06, 0.10, 0.17]]}